# C4H9NO2

A single C4H9NO2 molecule in a non-equilibrium geometry (wB97M-V/def2-TZVPD, the Open Molecules 2025 dataset).

Geometry (Å):
N -0.760 1.392 0.568
C 0.211 0.725 -0.241
C 1.362 1.696 -0.431
O 2.525 1.446 -0.233
C 0.593 -0.640 0.353
C -0.580 -1.640 0.267
O -1.382 -1.497 -0.918
H -1.285 0.818 1.203
H -1.318 2.056 0.059
H -0.162 0.481 -1.245
H 1.034 2.757 -0.429
H 1.463 -1.024 -0.168
H 0.658 -0.362 1.410
H -0.116 -2.616 0.305
H -1.289 -1.538 1.084
H -0.954 -2.055 -1.585

## Properties
* LUMO energy: 0.73 eV
* energy above the lowest of the compared OMol25 structures with the same formula, charge and spin: 212.50 kJ/mol
* SMILES: N[C@@H](C=O)CCO
* spin multiplicity: 1
* highest occupied orbital energy: -9.15 eV
* Kohn-Sham gap: 9.883 eV

# C4H9NO2

A single C4H9NO2 molecule in a non-equilibrium geometry (wB97M-V/def2-TZVPD, the Open Molecules 2025 dataset).

Geometry (Å):
C 1.838 0.729 -0.174
C 0.598 0.469 -1.005
O 0.231 1.213 -1.881
N -0.027 -0.771 -0.779
C -0.148 -1.348 0.536
C -0.635 -0.413 1.626
O -1.819 0.236 1.262
H 1.651 1.136 0.827
H 2.210 1.687 -0.555
H 2.598 -0.040 -0.204
H -0.316 -1.218 -1.630
H 0.754 -1.956 0.745
H -0.903 -2.134 0.589
H -0.802 -1.016 2.527
H 0.080 0.326 1.995
H -1.956 0.357 0.314

## Properties
* LUMO energy: 0.83 eV
* energy above the lowest of the compared OMol25 structures with the same formula, charge and spin: 163.21 kJ/mol
* SMILES: CC(=O)NCCO
* spin multiplicity: 1
* highest occupied orbital energy: -9.71 eV
* Kohn-Sham gap: 10.544 eV

# C4H9NO2

A molecular structure, C4H9NO2 in a non-equilibrium geometry (wB97M-V/def2-TZVPD, the Open Molecules 2025 dataset).

Geometry (Å):
C 2.018 0.357 -0.288
O 1.444 -0.382 0.769
C 0.185 0.108 1.168
C -0.845 -0.131 0.109
N -1.353 0.802 -0.558
O -1.068 2.168 -0.402
C -1.255 -1.520 -0.280
H 3.020 -0.048 -0.455
H 1.438 0.267 -1.218
H 2.092 1.425 -0.039
H 0.220 1.183 1.393
H -0.093 -0.444 2.071
H -1.759 1.857 -1.157
H -1.760 -2.021 0.553
H -0.359 -2.101 -0.517
H -1.924 -1.521 -1.148

## Properties
* LUMO energy: 1.01 eV
* energy above the lowest of the compared OMol25 structures with the same formula, charge and spin: 479.21 kJ/mol
* spin multiplicity: 1
* highest occupied orbital energy: -9.71 eV
* Kohn-Sham gap: 10.721 eV

# C4H9NO2

A single C4H9NO2 molecule in a non-equilibrium geometry (wB97M-V/def2-TZVPD, the Open Molecules 2025 dataset).

Geometry (Å):
N 1.151 -1.158 0.879
C -0.074 -0.930 0.175
C -0.124 -1.321 -1.350
O 0.782 -1.398 -2.143
C -0.246 0.687 -0.597
C -0.320 1.645 0.680
O -1.193 1.163 1.678
H 1.795 -1.735 0.348
H 1.656 -0.286 1.041
H -0.839 -1.678 0.516
H -1.160 -1.175 -1.729
H -1.107 0.842 -1.239
H 0.734 0.864 -1.038
H -0.569 2.620 0.310
H 0.722 1.639 1.016
H -1.208 0.221 1.454

## Properties
* LUMO energy: 0.73 eV
* energy above the lowest of the compared OMol25 structures with the same formula, charge and spin: 377.40 kJ/mol
* SMILES: N[C@H](C=O)CCO
* spin multiplicity: 1
* highest occupied orbital energy: -9.51 eV
* Kohn-Sham gap: 10.240 eV

# C4H9NO2

A molecular structure, C4H9NO2 (wB97M-V/def2-TZVPD, the Open Molecules 2025 dataset).

Geometry (Å):
C 2.079 0.167 -0.300
C 0.655 -0.426 -0.016
C 0.139 -0.060 1.359
O -1.265 -0.075 1.097
C -1.257 0.069 -0.277
O -1.101 1.311 -0.850
N -2.393 -0.521 -0.790
H 2.838 -0.284 0.375
H 2.461 -0.024 -1.309
H 2.170 1.249 -0.117
H -0.142 1.297 -0.936
H 0.728 -1.505 -0.164
H 0.335 -0.752 2.182
H 0.450 0.955 1.652
H -2.805 -0.181 -1.646
H -2.892 -1.219 -0.260

## Properties
* LUMO energy: 1.02 eV
* energy above the lowest of the compared OMol25 structures with the same formula, charge and spin: 321.70 kJ/mol
* spin multiplicity: 1
* highest occupied orbital energy: -8.35 eV
* Kohn-Sham gap: 9.372 eV

# C4H9NO2

A single C4H9NO2 molecule (wB97M-V/def2-TZVPD, the Open Molecules 2025 dataset).

Geometry (Å):
C -0.570 1.517 -1.803
N -0.471 0.445 -0.833
C -1.125 0.585 0.240
O -1.067 -0.208 1.306
C -0.089 -1.262 1.378
C 1.326 -0.890 0.925
O 1.621 -1.310 -0.378
H 0.410 1.999 -1.892
H -0.834 1.118 -2.787
H -1.305 2.289 -1.527
H -1.830 1.404 0.425
H -0.106 -1.527 2.437
H -0.431 -2.122 0.792
H 1.465 0.195 1.061
H 2.043 -1.388 1.584
H 0.962 -0.844 -0.928

## Properties
* LUMO energy: 0.99 eV
* energy above the lowest of the compared OMol25 structures with the same formula, charge and spin: 183.51 kJ/mol
* SMILES: C/N=C/OCCO
* spin multiplicity: 1
* highest occupied orbital energy: -9.84 eV
* Kohn-Sham gap: 10.827 eV

# C4H9NO2

2 unconnected molecules or ions with the total composition C4H9NO2 in a non-equilibrium geometry (wB97M-V/def2-TZVPD, the Open Molecules 2025 dataset).

Geometry (Å):
C -1.230 2.747 -0.725
C -0.202 1.631 -0.996
N -0.061 0.451 -0.512
O -1.173 -0.029 0.145
H -0.641 3.715 -0.797
H -1.712 2.602 0.222
H -2.093 2.861 -1.376
H 0.664 1.871 -1.627
H -0.948 -0.958 0.445
C 0.249 -2.637 1.170
C 1.170 -2.039 0.438
O 2.311 -1.590 1.059
H 0.477 -2.799 2.187
H -0.631 -3.086 0.592
H 0.927 -1.571 -0.551
H 2.894 -1.170 0.326

## Properties
* LUMO energy: 0.80 eV
* energy above the lowest of the compared OMol25 structures with the same formula, charge and spin: 420.27 kJ/mol
* SMILES: C/C=N\O.C=CO
* spin multiplicity: 1
* highest occupied orbital energy: -9.19 eV
* Kohn-Sham gap: 9.994 eV

# C4H9NO2

2 unconnected molecules or ions with the total composition C4H9NO2 (wB97M-V/def2-TZVPD, the Open Molecules 2025 dataset).

Geometry (Å):
C 2.339 -0.530 -1.083
N 1.220 0.051 -0.383
C 1.301 1.198 0.314
O 0.396 1.733 0.934
H 2.588 -1.516 -0.677
H 2.121 -0.633 -2.150
H 3.216 0.117 -0.971
H 0.325 -0.445 -0.402
H 2.311 1.648 0.283
C -2.302 0.373 0.833
C -2.098 -0.981 0.228
O -1.182 -1.430 -0.429
H -1.477 1.008 1.176
H -2.901 1.012 0.174
H -2.916 0.057 1.674
H -2.939 -1.662 0.477

## Properties
* LUMO energy: 0.94 eV
* energy above the lowest of the compared OMol25 structures with the same formula, charge and spin: 143.06 kJ/mol
* SMILES: CNC=O.CC=O
* spin multiplicity: 1
* highest occupied orbital energy: -9.49 eV
* Kohn-Sham gap: 10.434 eV

# C4H9NO2

A molecular structure, C4H9NO2 (wB97M-V/def2-TZVPD, the Open Molecules 2025 dataset).

Geometry (Å):
C -0.300 -1.577 -1.224
N -1.322 -1.200 -0.238
C -1.250 -0.600 0.944
O -0.188 -0.020 1.516
C 1.041 0.321 0.844
C 0.894 1.665 0.151
O 0.015 1.617 -0.953
H -0.789 -2.165 -2.004
H 0.123 -0.675 -1.676
H 0.506 -2.178 -0.788
H -1.977 -1.625 0.736
H 1.787 0.389 1.641
H 1.346 -0.457 0.143
H 0.574 2.416 0.888
H 1.867 1.981 -0.240
H -0.881 1.470 -0.621

## Properties
* LUMO energy: 0.88 eV
* energy above the lowest of the compared OMol25 structures with the same formula, charge and spin: 529.34 kJ/mol
* spin multiplicity: 1
* highest occupied orbital energy: -8.60 eV
* Kohn-Sham gap: 9.476 eV

# C4H9NO2

A single C4H9NO2 molecule (wB97M-V/def2-TZVPD, the Open Molecules 2025 dataset).

Geometry (Å):
C 1.223 -0.450 -1.968
C 1.522 0.575 -0.892
O 2.522 1.275 -0.927
N 0.588 0.727 0.092
C -0.616 -0.028 0.335
C -1.126 0.137 1.762
O -2.164 -0.813 2.035
H 1.962 -0.296 -2.745
H 1.364 -1.472 -1.617
H 0.206 -0.314 -2.326
H 0.869 1.488 0.694
H -1.406 0.258 -0.361
H -0.397 -1.091 0.238
H -1.548 1.130 1.935
H -0.379 -0.085 2.519
H -2.618 -1.039 1.227

## Properties
* LUMO energy: 0.66 eV
* energy above the lowest of the compared OMol25 structures with the same formula, charge and spin: 101.63 kJ/mol
* SMILES: CC(=O)NCCO
* spin multiplicity: 1
* highest occupied orbital energy: -9.80 eV
* Kohn-Sham gap: 10.454 eV

# C4H9NO2

A single C4H9NO2 molecule in a non-equilibrium geometry (wB97M-V/def2-TZVPD, the Open Molecules 2025 dataset).

Geometry (Å):
C 2.070 -0.642 0.447
C 0.809 -0.313 -0.310
N 0.052 -1.404 -0.688
O -0.050 0.741 0.656
C -1.014 1.573 0.042
C -2.110 0.556 0.128
O -2.472 -0.146 -0.811
H 2.479 0.281 0.852
H 2.796 -1.093 -0.226
H 1.856 -1.313 1.277
H 0.995 0.323 -1.183
H -0.889 -1.126 -1.077
H -0.095 -2.071 0.061
H -1.201 2.445 0.676
H -0.764 1.834 -0.994
H -2.461 0.356 1.151

## Properties
* LUMO energy: 1.08 eV
* energy above the lowest of the compared OMol25 structures with the same formula, charge and spin: 238.14 kJ/mol
* SMILES: C[C@@H](N)OCC=O
* spin multiplicity: 1
* highest occupied orbital energy: -9.33 eV
* Kohn-Sham gap: 10.407 eV

# C4H9NO2

A molecular structure, C4H9NO2 (wB97M-V/def2-TZVPD, the Open Molecules 2025 dataset).

Geometry (Å):
C 1.611 -0.536 -0.891
C 0.346 0.534 0.074
C -0.846 0.510 -0.886
O -1.814 1.382 -0.394
N 0.327 -0.034 1.374
C -0.798 -0.547 1.903
O -1.973 -0.428 1.535
H 2.565 -0.927 -0.502
H 1.877 0.262 -1.586
H 1.071 -1.346 -1.388
H 0.890 1.484 0.049
H -0.516 0.875 -1.864
H -1.213 -0.520 -0.987
H -2.178 0.905 0.387
H 1.234 -0.502 0.349
H -0.582 -1.112 2.825

## Properties
* LUMO energy: 0.56 eV
* energy above the lowest of the compared OMol25 structures with the same formula, charge and spin: 498.15 kJ/mol
* spin multiplicity: 1
* highest occupied orbital energy: -9.21 eV
* Kohn-Sham gap: 9.771 eV

Copy entry 12 word for word.
# C4H9NO2

A molecular structure, C4H9NO2 (wB97M-V/def2-TZVPD, the Open Molecules 2025 dataset).

Geometry (Å):
C 1.611 -0.536 -0.891
C 0.346 0.534 0.074
C -0.846 0.510 -0.886
O -1.814 1.382 -0.394
N 0.327 -0.034 1.374
C -0.798 -0.547 1.903
O -1.973 -0.428 1.535
H 2.565 -0.927 -0.502
H 1.877 0.262 -1.586
H 1.071 -1.346 -1.388
H 0.890 1.484 0.049
H -0.516 0.875 -1.864
H -1.213 -0.520 -0.987
H -2.178 0.905 0.387
H 1.234 -0.502 0.349
H -0.582 -1.112 2.825

## Properties
* LUMO energy: 0.56 eV
* energy above the lowest of the compared OMol25 structures with the same formula, charge and spin: 498.15 kJ/mol
* spin multiplicity: 1
* highest occupied orbital energy: -9.21 eV
* Kohn-Sham gap: 9.771 eV

- Among the records above, which one has the highest Kohn-Sham gap?
  number 6